The following is a DFT calculation (wB97M-V/def2-TZVPD) of one molecule with the formula C6H11NO3 in a non-equilibrium geometry.

```
! RIJCOSX wB97M-V def2-TZVPD def2/J DEFGRID3
* xyz 0 1
H -1.210 0.576 2.019
N -0.393 1.187 1.868
C 0.282 0.722 0.871
C 1.641 1.403 0.460
O 2.742 0.966 0.710
O 1.422 2.543 -0.205
C -0.008 -0.527 0.074
C 0.332 -0.435 -1.413
C 0.725 -1.706 0.719
O -1.456 -0.832 0.284
C -2.383 -0.037 -0.441
H 2.308 2.943 -0.323
H -0.060 0.486 -1.858
H -0.111 -1.275 -1.958
H 1.413 -0.449 -1.585
H 0.476 -1.789 1.783
H 0.417 -2.646 0.249
H 1.811 -1.613 0.629
H -2.360 -0.284 -1.507
H -2.200 1.034 -0.304
H -3.389 -0.265 -0.073
*
```

Computed properties:
SMILES   [H]/N=C(/C(=O)O)C(C)(C)OC
Energy   -515.681870 Eh
HOMO-LUMO gap   10.7 eV
E_HOMO   -0.3706 Ha

Which charges does Mulliken predict for the atoms? In e, they are: 0.3398, -0.7260, 0.2245, 0.3532, -0.5491, -0.4364, 1.7534, -1.8612, -1.5515, -0.4664, -0.7430, 0.3595, 0.4127, 0.4702, 0.4183, 0.3539, 0.4033, 0.3593, 0.2771, 0.3268, 0.2815